2 unconnected molecules or ions with the total composition C6H16N2O, computed with wB97M-V/def2-TZVPD.

SMILES string = C[C@@H](N)CN.CC(C)=O
E_LUMO = 0.032 hartree
Multiplicity = 1
Total energy = -11508.9747 eV
ΔE to the lowest compared entry with this formula, charge and spin = 104.2 kJ/mol

Geometry as XYZ:
```
25
Properties=species:S:1:pos:R:3:forces:R:3:nbo_charge:R:1
C 1.04110 -0.26816 0.30641 1.8 -0.7 1.4 -0.05
C 2.40875 -0.96754 0.79676 -0.7 0.5 -0.8 -0.23
C 1.30481 1.06021 -0.38365 -0.2 -0.2 0.3 -0.62
N 0.24526 -1.12485 -0.53902 -0.4 0.0 0.1 -0.84
N 2.91605 -1.81882 -0.26456 0.4 -0.1 -0.2 -0.85
H 0.60442 -0.13805 1.31173 -0.7 0.4 -0.7 0.18
H 0.07590 -2.01475 -0.08045 0.1 0.0 -0.1 0.36
H 0.76183 -1.33264 -1.39007 0.0 -0.1 0.2 0.37
H 3.68503 -2.38925 0.06445 0.0 0.1 -0.1 0.36
H 3.24917 -1.26063 -1.04509 0.1 -0.1 0.1 0.35
H 3.11264 -0.18066 1.11194 -0.1 -0.1 0.1 0.16
H 2.20174 -1.60931 1.65893 -0.1 0.1 -0.1 0.18
H 1.81877 1.74637 0.28483 0.1 0.1 0.0 0.21
H 0.36258 1.51085 -0.68678 0.0 0.1 -0.1 0.22
H 1.91596 0.91613 -1.27539 0.1 0.0 -0.1 0.20
C -2.68510 0.36583 -1.18500 0.0 0.3 -0.2 -0.75
C -2.43591 0.89987 1.27357 0.0 0.1 0.0 -0.72
C -2.61031 1.43277 -0.12759 0.0 -0.4 0.0 0.60
O -2.66828 2.61287 -0.37225 0.0 0.2 0.0 -0.55
H -1.67089 0.12450 1.28235 0.0 0.0 0.0 0.23
H -2.18028 1.69985 1.95657 0.1 0.1 0.1 0.23
H -1.73702 -0.17800 -1.19403 -0.1 0.0 0.0 0.27
H -3.47308 -0.34437 -0.94397 -0.1 -0.1 0.1 0.22
H -2.87184 0.80663 -2.16050 0.0 0.0 0.0 0.23
H -3.37130 0.45115 1.60081 -0.1 -0.1 0.0 0.23
```
Positions in Å, forces in eV/Å.